Entry i
An isolated molecule of C3H9NO. Source: the OMol25 dataset; level of theory: the ωB97M-V functional and the def2-TZVPD basis.

```
14
C3H9NO, DFT the ωB97M-V functional and the def2-TZVPD basis
O 1.489 -0.587 0.215
N -0.389 0.281 -1.538
C -0.694 -0.958 0.864
C 0.004 1.136 -0.392
C 0.375 0.122 0.730
H -0.815 -1.122 -0.347
H 0.705 0.799 1.644
H 1.725 -1.393 0.746
H -0.443 -1.934 1.359
H -1.550 -0.471 1.451
H 0.366 -0.206 -1.897
H -0.811 1.714 -0.071
H 0.931 1.741 -0.474
H -0.891 0.878 -2.291
```

Properties
HOMO level   -9.071 eV
2S+1   1
Gap between HOMO and LUMO   10.1 eV
Structure (SMILES)   C[C@@H](O)CN

---

Entry ii
A structure of composition C3H9NO. Source: the OMol25 dataset; level of theory: the ωB97M-V functional and the def2-TZVPD basis.

```
14
C3H9NO, DFT the ωB97M-V functional and the def2-TZVPD basis
O -1.915 -1.738 0.002
N 1.493 -0.421 -0.350
C -2.486 0.455 0.633
C 2.552 -0.832 0.215
C -1.723 -0.814 0.744
H 2.345 2.750 -2.273
H -1.012 -1.005 1.525
H 2.211 2.283 -2.882
H 2.569 -1.684 0.854
H 0.559 -0.980 -0.021
H -3.381 0.480 0.077
H -2.773 0.796 1.571
H 3.508 -0.525 -0.188
H -1.947 1.234 0.093
```

Properties
HOMO level   -10.060 eV
2S+1   1
Gap between HOMO and LUMO   11.1 eV

---

Entry iii
An isolated molecule of C3H9NO. Source: the OMol25 dataset; level of theory: the ωB97M-V functional and the def2-TZVPD basis.

```
14
C3H9NO, DFT the ωB97M-V functional and the def2-TZVPD basis
O -0.918 1.707 0.118
N -1.555 -0.172 -1.019
C 0.977 0.122 0.009
C 0.635 -0.902 1.082
C -0.564 0.764 -0.800
H -2.116 -0.347 -0.194
H 1.706 0.843 0.410
H -0.152 1.146 -1.737
H -0.005 -1.697 0.684
H 1.527 -1.393 1.486
H 1.519 -0.354 -0.815
H -1.283 -1.003 -1.525
H 0.096 -0.435 1.913
H 0.134 1.721 0.387
```

Properties
HOMO level   -8.568 eV
2S+1   1
Gap between HOMO and LUMO   9.5 eV
Structure (SMILES)   CC[C@@H](N)O

---

Energetically preferred structure: entry i | next structure: +41.6 kJ/mol

---

Entry i
A structure of composition C3H9NO. Source: the OMol25 dataset; level of theory: the ωB97M-V functional and the def2-TZVPD basis.

```
14
C3H9NO, DFT the ωB97M-V functional and the def2-TZVPD basis
O 1.116 0.356 -0.809
N 2.313 0.523 -1.479
C -0.866 -0.625 1.735
C -0.869 0.369 0.588
C -1.076 -0.064 -0.722
H 0.416 0.628 0.263
H -1.359 0.622 -1.507
H -1.277 1.349 0.834
H 2.256 0.915 -2.416
H -0.970 -1.105 -0.995
H -0.256 -1.496 1.487
H 2.896 -0.305 -1.578
H -1.873 -0.986 1.957
H -0.453 -0.179 2.641
```

Properties
HOMO level   -7.990 eV
2S+1   1
Gap between HOMO and LUMO   8.4 eV

---

Entry ii
An isolated molecule of C3H9NO. Source: the OMol25 dataset; level of theory: the ωB97M-V functional and the def2-TZVPD basis.

```
14
C3H9NO, DFT the ωB97M-V functional and the def2-TZVPD basis
O -0.186 -0.281 -1.348
N -1.881 -1.056 0.571
C 1.516 0.918 -0.109
C -0.865 -0.004 0.880
C 0.468 -0.143 -0.111
H 0.906 -1.159 0.059
H 1.441 1.662 -0.836
H 2.508 0.510 -0.401
H -2.494 -0.649 -0.092
H -1.582 -1.841 0.060
H -1.163 0.963 0.747
H 0.366 -0.130 -2.207
H -0.687 -0.184 1.947
H 1.653 1.392 0.841
```

Properties
HOMO level   -9.042 eV
2S+1   1
Gap between HOMO and LUMO   9.9 eV
Structure (SMILES)   C[C@H](O)CN

---

Energetically preferred structure: entry ii | next structure: +349.4 kJ/mol

---

Entry i
A structure of composition C5H5O3S. Source: the OMol25 dataset; level of theory: the ωB97M-V functional and the def2-TZVPD basis.

```
14
C5H5O3S, DFT the ωB97M-V functional and the def2-TZVPD basis
S -2.044 0.422 0.870
O -1.053 -0.785 -1.302
O -1.159 -0.472 -3.517
O 0.661 2.281 -0.125
C 0.177 1.483 -0.891
C -0.111 1.186 -2.176
C -0.637 -0.175 -0.123
C -0.801 -0.034 -2.439
C 0.314 -1.018 0.688
H 0.660 -0.448 1.548
H -0.162 -1.937 1.042
H 1.167 -1.290 0.067
H -1.541 1.645 1.046
H 0.127 1.831 -3.004
```

Properties
HOMO level   -3.980 eV
2S+1   1
Gap between HOMO and LUMO   7.4 eV
Total charge   -1

---

Entry ii
The ion C5H5O3S with charge -1. Source: the OMol25 dataset; level of theory: the ωB97M-V functional and the def2-TZVPD basis.

```
14
C5H5O3S, DFT the ωB97M-V functional and the def2-TZVPD basis
S -2.198 -0.251 0.429
O -3.209 0.794 0.069
O 0.007 1.448 -0.591
O -2.695 -1.572 -0.198
C 0.271 -0.976 -0.572
C -0.660 0.193 -0.808
C 1.509 0.366 0.983
C 1.288 -0.910 0.259
C 0.926 1.480 0.510
H -0.842 0.228 -1.927
H 2.220 0.347 1.726
H 1.159 2.481 0.957
H 1.935 -1.758 0.347
H 0.288 -1.871 -1.183
```

Properties
HOMO level   -3.150 eV
2S+1   1
Gap between HOMO and LUMO   6.9 eV
Total charge   -1

---

Energetically preferred structure: entry i | next structure: +222.8 kJ/mol

---

Entry i
An isolated molecule of C2H4N4OS. Source: the OMol25 dataset; level of theory: the ωB97M-V functional and the def2-TZVPD basis.

```
12
C2H4N4OS, DFT the ωB97M-V functional and the def2-TZVPD basis
S -1.859 -1.329 -0.051
O 1.605 -2.086 -0.255
N -1.064 1.655 -0.279
N 1.181 1.313 0.106
N -0.085 0.779 -0.222
N 1.970 0.241 0.065
C 1.192 -0.818 -0.207
C -0.276 -0.512 -0.218
H -1.668 1.822 0.532
H -1.566 1.473 -1.095
H -1.959 -0.590 1.348
H 2.528 -1.949 0.275
```

Properties
HOMO level   -8.428 eV
2S+1   1
Gap between HOMO and LUMO   8.2 eV
Structure (SMILES)   Nn1nnc(O)c1S

---

Entry ii
An isolated molecule of C2H4N4OS. Source: the OMol25 dataset; level of theory: the ωB97M-V functional and the def2-TZVPD basis.

```
12
C2H4N4OS, DFT the ωB97M-V functional and the def2-TZVPD basis
S -1.992 -1.124 0.011
O 1.224 1.155 -0.005
N -1.066 1.430 0.016
N 0.137 2.123 -0.118
N 2.598 -1.186 -0.062
N 1.209 -1.188 -0.029
C -0.825 0.176 -0.011
C 0.621 -0.076 -0.050
H 0.270 2.703 0.706
H -3.055 -0.297 0.113
H 3.028 -0.439 0.477
H 2.904 -2.077 0.291
```

Properties
HOMO level   -8.438 eV
2S+1   1
Gap between HOMO and LUMO   9.2 eV
Structure (SMILES)   N/N=c1\o[nH]nc1S

---

Energetically preferred structure: entry ii | next structure: +97.8 kJ/mol

---

Entry i
An isolated molecule of C2H2INO3. Source: the OMol25 dataset; level of theory: the ωB97M-V functional and the def2-TZVPD basis.

```
9
C2H2INO3, DFT the ωB97M-V functional and the def2-TZVPD basis
I -3.138 0.241 0.497
O -1.676 -2.301 0.243
O 1.230 -2.050 -1.332
O 1.353 -1.487 0.784
N 0.948 -1.432 -0.346
C -0.166 -0.426 -0.604
C -1.561 -1.152 0.022
H 0.292 0.490 0.015
H -0.491 -0.229 -1.644
```

Properties
HOMO level   -10.438 eV
2S+1   1
Gap between HOMO and LUMO   9.9 eV
Structure (SMILES)   O=C(I)C[N+](=O)[O-]

---

Entry ii
A cluster of 2 separate species, C2H2INO3 in total. Source: the OMol25 dataset; level of theory: the ωB97M-V functional and the def2-TZVPD basis.

```
9
C2H2INO3, DFT the ωB97M-V functional and the def2-TZVPD basis
I 3.012 0.389 0.290
O -0.152 -0.306 -0.890
O 1.898 -2.150 -0.259
O -2.467 2.291 -0.012
N -1.474 1.353 0.072
C -0.931 0.508 -0.580
C 1.689 -1.202 0.616
H 1.588 -2.982 0.117
H -3.163 2.098 0.646
```

Properties
HOMO level   -8.487 eV
2S+1   1
Gap between HOMO and LUMO   8.6 eV

---

Energetically preferred structure: entry i | next structure: +145.5 kJ/mol

---

Entry i
A cluster of 2 separate species, C4H11O3 in total. Source: the OMol25 dataset; level of theory: the ωB97M-V functional and the def2-TZVPD basis.

```
18
C4H11O3, DFT the ωB97M-V functional and the def2-TZVPD basis
O -3.211 0.213 -0.403
O -0.104 -2.351 0.021
O -0.667 0.056 -1.034
C 0.770 -0.240 0.861
C 0.464 2.041 -0.239
C 1.031 -1.720 0.576
C 0.516 0.509 -0.468
H 1.355 -2.232 1.496
H 1.358 0.328 -1.164
H -3.533 -0.690 -0.516
H 1.859 -1.768 -0.120
H -2.229 0.204 -0.690
H -0.506 -1.613 -0.544
H -0.011 2.477 -1.106
H -0.118 -0.117 1.479
H -0.123 2.264 0.647
H 1.671 0.174 1.351
H 1.479 2.463 -0.147
```

Properties
HOMO level   -3.767 eV
2S+1   1
Gap between HOMO and LUMO   8.0 eV
Total charge   -1

---

Entry ii
A cluster of 2 separate species, C4H11O3 in total. Source: the OMol25 dataset; level of theory: the ωB97M-V functional and the def2-TZVPD basis.

```
18
C4H11O3, DFT the ωB97M-V functional and the def2-TZVPD basis
O 1.403 0.646 1.184
O 2.157 -2.182 -0.287
O -0.132 -1.511 0.826
C -0.101 1.013 -0.702
C -1.331 -1.176 0.275
C 0.717 1.675 0.451
C -1.435 0.396 -0.395
H 2.198 -1.209 -0.218
H -0.030 2.191 1.138
H -2.108 -1.133 1.059
H -0.288 1.896 -1.466
H -2.061 1.045 0.272
H -1.740 0.084 -1.396
H -1.535 -1.764 -0.600
H 0.803 -0.172 1.184
H 1.599 2.201 0.023
H 0.676 0.396 -1.154
H 1.210 -2.396 -0.196
```

Properties
HOMO level   -3.380 eV
2S+1   1
Gap between HOMO and LUMO   7.5 eV
Total charge   -1

---

Entry iii
A cluster of 2 separate species, C4H11O3 in total. Source: the OMol25 dataset; level of theory: the ωB97M-V functional and the def2-TZVPD basis.

```
18
C4H11O3, DFT the ωB97M-V functional and the def2-TZVPD basis
O 0.985 -0.333 -3.182
O 0.675 0.155 2.066
O -0.041 2.645 1.569
C -0.782 -0.626 0.177
C 0.596 -0.781 -1.799
C 0.245 0.176 -0.623
C -0.466 -0.519 1.751
H -0.197 -1.441 -2.150
H 1.139 0.242 -0.015
H -0.656 -1.712 0.123
H 1.472 -1.388 -1.530
H 0.306 1.694 1.744
H 1.309 0.561 -3.066
H -1.833 -0.449 -0.100
H -0.159 1.079 -1.064
H -1.320 -0.154 2.356
H -0.274 -1.584 2.156
H -0.997 2.435 1.587
```

Properties
HOMO level   -3.224 eV
2S+1   1
Gap between HOMO and LUMO   6.9 eV
Total charge   -1

---

Energetically preferred structure: entry i | next structure: +134.6 kJ/mol